Record 1
Computed, not measured: a structure of composition C28H28N7PtS, with ωB97M-V/def2-TZVPD.

```
65
Properties=species:S:1:pos:R:3
Pt 0.62978 -0.62158 -0.47667
N 2.26568 -0.20948 3.36883
C 1.36808 -0.25868 4.39483
C 1.79628 -0.28548 5.73073
C 0.87778 -0.25118 6.75503
C -0.49712 -0.18498 6.48253
C -0.94472 -0.17108 5.18033
C -0.02392 -0.23028 4.13733
S -0.60782 -0.23858 2.49703
N 0.73548 -0.50838 1.55483
C 1.99948 -0.24988 2.02483
C 3.00488 -0.06178 1.04983
C 4.38488 0.04712 1.34383
C 5.30328 0.07142 0.32913
C 4.84358 0.01912 -0.99307
C 3.48778 -0.02498 -1.23037
N 2.56898 -0.04488 -0.25877
H 3.24218 -0.15538 3.63163
H 2.85318 -0.32878 5.94673
H 1.21708 -0.26558 7.77953
H -1.20502 -0.15198 7.29443
H -1.99792 -0.12548 4.95123
H 4.72398 0.08612 2.36613
H 6.35928 0.12492 0.54033
H 5.53208 0.01292 -1.81907
H 3.12828 -0.04838 -2.25037
C 0.68198 0.19382 -4.74887
C 0.91628 0.29982 -3.37787
N 0.40228 -0.54618 -2.49157
C -0.45192 -1.49858 -2.94757
C -0.69792 -1.71628 -4.32157
C -0.09232 -0.83858 -5.23577
C -1.53732 -2.80438 -4.70287
C -2.11152 -3.60748 -3.77167
C -1.94022 -3.36238 -2.37667
C -2.51232 -4.15048 -1.36417
C -2.31232 -3.79078 -0.04967
C -1.56022 -2.65578 0.25543
N -0.97482 -1.91018 -0.67267
C -1.13352 -2.27688 -1.97167
H 1.13208 0.90972 -5.41867
H 1.52878 1.10722 -2.99727
H -0.25452 -0.96358 -6.29557
H -1.69272 -2.98168 -5.75587
H -2.71432 -4.45238 -4.06677
H -3.08672 -5.02668 -1.62257
H -2.72632 -4.37828 0.75483
H -1.44122 -2.36278 1.29033
N -2.56352 4.12392 -0.59297
C -3.10242 2.86672 -1.17977
C -1.93992 1.93952 -1.55617
N -1.08082 1.64222 -0.42037
C -0.56442 2.88072 0.14213
C -1.68342 3.83762 0.57233
H -3.33652 4.73982 -0.30947
H -2.02162 4.62632 -1.30937
H -3.70472 3.09452 -2.05987
H -3.74392 2.38672 -0.43717
H -1.33192 2.40432 -2.33697
H -2.34692 1.01102 -1.95517
H -1.62272 1.14882 0.28783
H 0.06898 3.36172 -0.60737
H 0.05918 2.65462 1.00603
H -1.26092 4.76672 0.95663
H -2.29112 3.38272 1.35793
```

frontier orbital gap (alpha / beta)	5.868 / 5.869	eV
total charge	+3
highest occupied orbital energy (alpha / beta)	-14.94 / -14.94	eV
2S+1	1

Calculated atomic charges, method Löwdin, unit e: atom 1 (Pt): 1.20, atom 2 (N): 0.15, atom 3 (C): -0.24, atom 4 (C): 0.01, atom 5 (C): -0.03, atom 6 (C): -0.04, atom 7 (C): -0.08, atom 8 (C): -0.43, atom 9 (S): 1.00, atom 10 (N): -0.45, atom 11 (C): -0.26, atom 12 (C): -0.17, atom 13 (C): 0.05, atom 14 (C): 0.02, atom 15 (C): 0.02, atom 16 (C): -0.09, atom 17 (N): -0.06, atom 18 (H): 0.15, atom 19 (H): 0.13, atom 20 (H): 0.13, atom 21 (H): 0.12, atom 22 (H): 0.11, atom 23 (H): 0.13, atom 24 (H): 0.14, atom 25 (H): 0.13, atom 26 (H): 0.10, atom 27 (C): 0.00, atom 28 (C): -0.11, atom 29 (N): -0.07, atom 30 (C): -0.15, atom 31 (C): -0.11, atom 32 (C): 0.06, atom 33 (C): 0.02, atom 34 (C): 0.03, atom 35 (C): -0.11, atom 36 (C): 0.06, atom 37 (C): 0.01, atom 38 (C): -0.09, atom 39 (N): -0.06, atom 40 (C): -0.15, atom 41 (H): 0.13, atom 42 (H): 0.12, atom 43 (H): 0.14, atom 44 (H): 0.14, atom 45 (H): 0.14, atom 46 (H): 0.14, atom 47 (H): 0.13, atom 48 (H): 0.07, atom 49 (N): 0.06, atom 50 (C): -0.09, atom 51 (C): -0.19, atom 52 (N): -0.11, atom 53 (C): -0.19, atom 54 (C): -0.09, atom 55 (H): 0.20, atom 56 (H): 0.20, atom 57 (H): 0.15, atom 58 (H): 0.15, atom 59 (H): 0.13, atom 60 (H): 0.13, atom 61 (H): 0.07, atom 62 (H): 0.13, atom 63 (H): 0.12, atom 64 (H): 0.15, atom 65 (H): 0.15

=====

Record 2
Computed, not measured: a structure of composition C28H28N8O3Zn, with ωB97M-V/def2-TZVPD.

```
68
Properties=species:S:1:pos:R:3
Zn -0.73312 0.46740 0.03145
C -2.68910 -4.71896 1.41321
C -2.65770 -3.67612 2.32833
C -2.63078 -2.35857 1.88817
C -2.63801 -2.06091 0.52596
C -2.66029 -3.11514 -0.38714
C -2.68915 -4.43009 0.05321
N -2.52582 -0.71229 0.11772
C -3.51239 -0.15205 -0.59154
C -4.78437 -0.76205 -0.87094
C -5.76563 -0.07673 -1.51940
C -5.59507 1.26532 -1.95849
C -4.41503 1.88849 -1.71453
C -3.36503 1.20013 -1.05700
N -2.19218 1.78634 -0.70187
N -2.01470 3.01792 -0.89138
C -0.90417 3.51529 -0.19612
C -0.30409 4.69051 -0.64173
C 0.74068 5.21116 0.09087
C 1.13870 4.56417 1.25744
C 0.47501 3.40745 1.62104
N -0.52107 2.87973 0.91101
H -2.71230 -5.74671 1.75369
H -2.66159 -3.88725 3.39115
H -2.60488 -1.53894 2.59811
H -2.63689 -2.88863 -1.44724
H -2.70099 -5.23603 -0.67122
H -4.96309 -1.77316 -0.53778
H -6.71601 -0.56776 -1.69432
H -6.40113 1.77741 -2.46641
H -4.23820 2.91258 -2.01467
H -0.66215 5.14923 -1.55347
H 1.23629 6.11781 -0.23198
H 1.94008 4.95047 1.87264
H 0.74458 2.87749 2.52406
N 0.36031 -2.60624 0.18575
C 0.72828 -3.79292 -0.32810
C 0.74102 -3.64274 -1.69547
C 0.34679 -2.31028 -1.90684
N 0.11516 -1.68755 -0.75957
H 0.25193 -2.34841 1.15300
H 0.95045 -4.64088 0.29940
H 0.98620 -4.38847 -2.43331
H 0.21878 -1.77885 -2.83915
C 3.68979 -0.95982 -1.61872
C 3.68331 -0.94903 -0.09124
C 3.26670 0.38000 0.62183
C 3.76112 0.29778 2.06880
C 3.41311 1.48879 2.95543
C 3.94696 1.51867 -0.12072
O 5.09009 1.85461 0.09737
N 3.20778 2.08952 -1.12881
C 1.87102 1.80749 -1.45725
O 1.38362 2.29602 -2.45216
N 1.18458 1.01151 -0.57848
C 1.76104 0.49472 0.51041
O 0.99307 0.02734 1.39058
H 3.88312 -1.97380 -1.97078
H 4.47468 -0.31316 -2.01681
H 2.73491 -0.64652 -2.03992
H 4.69079 -1.17224 0.26341
H 3.02478 -1.73436 0.28746
H 4.84402 0.18978 2.01976
H 3.35053 -0.61461 2.50420
H 3.69920 2.43185 2.48346
H 3.94893 1.41854 3.90268
H 2.34831 1.50792 3.17885
H 3.66922 2.76786 -1.71588
```

relative energy (zero: lowest compared OMol25 entry of this formula, charge and spin)	112.2	kJ/mol
frontier orbital gap	6.321	eV
total charge	0
highest occupied orbital energy	-7.16	eV
2S+1	1

Calculated atomic charges, method Löwdin, unit e: atom 1 (Zn): 0.80, atom 2 (C): -0.10, atom 3 (C): -0.09, atom 4 (C): -0.04, atom 5 (C): -0.33, atom 6 (C): -0.06, atom 7 (C): -0.09, atom 8 (N): 0.01, atom 9 (C): -0.22, atom 10 (C): -0.02, atom 11 (C): -0.08, atom 12 (C): -0.10, atom 13 (C): -0.03, atom 14 (C): -0.21, atom 15 (N): -0.01, atom 16 (N): 0.11, atom 17 (C): -0.34, atom 18 (C): -0.01, atom 19 (C): -0.06, atom 20 (C): -0.06, atom 21 (C): -0.14, atom 22 (N): 0.10, atom 23 (H): 0.10, atom 24 (H): 0.10, atom 25 (H): 0.11, atom 26 (H): 0.12, atom 27 (H): 0.10, atom 28 (H): 0.10, atom 29 (H): 0.10, atom 30 (H): 0.10, atom 31 (H): 0.11, atom 32 (H): 0.12, atom 33 (H): 0.11, atom 34 (H): 0.10, atom 35 (H): 0.10, atom 36 (N): 0.01, atom 37 (C): -0.10, atom 38 (C): -0.06, atom 39 (C): -0.15, atom 40 (N): 0.01, atom 41 (H): 0.15, atom 42 (H): 0.12, atom 43 (H): 0.10, atom 44 (H): 0.12, atom 45 (C): -0.07, atom 46 (C): -0.14, atom 47 (C): -0.29, atom 48 (C): -0.18, atom 49 (C): -0.07, atom 50 (C): -0.42, atom 51 (O): 0.11, atom 52 (N): 0.21, atom 53 (C): -0.54, atom 54 (O): 0.08, atom 55 (N): 0.11, atom 56 (C): -0.46, atom 57 (O): -0.02, atom 58 (H): 0.08, atom 59 (H): 0.08, atom 60 (H): 0.06, atom 61 (H): 0.12, atom 62 (H): 0.11, atom 63 (H): 0.12, atom 64 (H): 0.12, atom 65 (H): 0.08, atom 66 (H): 0.08, atom 67 (H): 0.05, atom 68 (H): 0.16

=====

Record 3
Computed, not measured: a structure of composition C28H28O2PPtSb, with ωB97M-V/def2-TZVPD.

```
61
Properties=species:S:1:pos:R:3
Pt -0.20015 0.73680 0.65177
C 6.46037 1.36367 2.28262
C 6.25925 0.21439 1.52851
C 4.99765 -0.08536 1.04003
C 3.92998 0.76834 1.31026
C 4.13578 1.92378 2.05818
C 5.40083 2.21863 2.54608
P 2.25697 0.34361 0.76328
C 2.50471 -0.47564 -0.84961
C 2.03492 -1.75680 -1.11826
C 2.16957 -2.29502 -2.38998
C 2.77440 -1.56298 -3.40192
C 3.25170 -0.28710 -3.13705
C 3.11455 0.25429 -1.86830
C 1.61995 -0.94568 1.85337
C 2.26822 -1.80703 2.72436
C 1.50427 -2.65019 3.51946
C 0.11754 -2.59412 3.43811
C -0.52064 -1.69660 2.58704
C 0.22188 -0.83688 1.77942
H 7.44764 1.59311 2.66232
H 7.08808 -0.44864 1.31692
H 4.84027 -0.97623 0.44407
H 3.30557 2.59123 2.25689
H 5.55774 3.11792 3.12699
H 1.56696 -2.33678 -0.33294
H 1.80000 -3.29330 -2.58751
H 2.87100 -1.98323 -4.39467
H 3.72840 0.28949 -3.91936
H 3.48249 1.25537 -1.67108
H 3.35094 -1.81952 2.78363
H 1.98401 -3.33539 4.20601
H -0.47932 -3.24811 4.06282
H -1.60044 -1.65442 2.58954
C -3.80050 0.98412 -1.29031
Sb -2.72062 0.44521 0.45212
C -3.77766 -1.33768 0.93724
C -3.61591 1.75597 1.85594
H -4.85203 1.03488 -1.01094
H -3.66175 0.24646 -2.07758
H -3.46449 1.95571 -1.64607
H -4.84313 -1.11351 0.89373
H -3.52926 -1.67295 1.93995
H -3.54467 -2.13251 0.23106
H -4.68492 1.55430 1.92294
H -3.44000 2.78301 1.54388
H -3.13843 1.61180 2.82263
O -0.73467 3.47467 1.30713
C -0.33446 3.52840 0.13622
O -0.19920 2.51218 -0.64829
C 0.00481 4.85996 -0.47006
C -0.20683 6.02351 0.26040
C 0.13048 7.25439 -0.28111
C 0.68730 7.32693 -1.55092
C 0.90001 6.16656 -2.28343
C 0.55727 4.93542 -1.74446
H -0.63267 5.94105 1.25150
H -0.03818 8.15972 0.28837
H 0.95855 8.28867 -1.96818
H 1.33307 6.22251 -3.27410
H 0.70958 4.01919 -2.29843
```

relative energy (zero: lowest compared OMol25 entry of this formula, charge and spin)	76.5	kJ/mol
frontier orbital gap	8.348	eV
total charge	0
highest occupied orbital energy	-8.15	eV
2S+1	1

Calculated atomic charges, method Löwdin, unit e: atom 1 (Pt): 0.70, atom 2 (C): -0.08, atom 3 (C): -0.08, atom 4 (C): -0.09, atom 5 (C): -0.36, atom 6 (C): -0.08, atom 7 (C): -0.08, atom 8 (P): 1.04, atom 9 (C): -0.37, atom 10 (C): -0.08, atom 11 (C): -0.08, atom 12 (C): -0.09, atom 13 (C): -0.08, atom 14 (C): -0.10, atom 15 (C): -0.43, atom 16 (C): -0.08, atom 17 (C): -0.09, atom 18 (C): -0.09, atom 19 (C): -0.12, atom 20 (C): -0.41, atom 21 (H): 0.10, atom 22 (H): 0.11, atom 23 (H): 0.11, atom 24 (H): 0.11, atom 25 (H): 0.11, atom 26 (H): 0.10, atom 27 (H): 0.10, atom 28 (H): 0.10, atom 29 (H): 0.10, atom 30 (H): 0.11, atom 31 (H): 0.10, atom 32 (H): 0.10, atom 33 (H): 0.10, atom 34 (H): 0.05, atom 35 (C): -0.29, atom 36 (Sb): 1.32, atom 37 (C): -0.30, atom 38 (C): -0.29, atom 39 (H): 0.01, atom 40 (H): 0.01, atom 41 (H): 0.01, atom 42 (H): 0.01, atom 43 (H): -0.01, atom 44 (H): 0.01, atom 45 (H): 0.01, atom 46 (H): 0.01, atom 47 (H): 0.01, atom 48 (O): -0.04, atom 49 (C): -0.65, atom 50 (O): -0.24, atom 51 (C): -0.14, atom 52 (C): -0.03, atom 53 (C): -0.09, atom 54 (C): -0.10, atom 55 (C): -0.09, atom 56 (C): -0.03, atom 57 (H): 0.11, atom 58 (H): 0.10, atom 59 (H): 0.10, atom 60 (H): 0.10, atom 61 (H): 0.11

=====

Record 4
Computed, not measured: a structure of composition C28H29B2Cl2F4N6O2SiTl, with ωB97M-V/def2-TZVPD.

```
75
Properties=species:S:1:pos:R:3
Tl 0.26072 -0.14601 1.16048
N -3.54894 5.76347 -6.62465
C -3.12294 5.12618 -5.76656
C -2.59194 4.32864 -4.69793
C -1.58162 4.84068 -3.88145
C -1.06791 4.06620 -2.85723
C -1.55852 2.78148 -2.64010
C -2.56801 2.27556 -3.45090
C -3.08647 3.04332 -4.47965
C -0.97578 1.96531 -1.53844
C -1.60417 2.07021 -0.30989
C -2.71217 2.91807 0.00548
C -2.93100 2.81443 1.35129
C -1.95955 1.90258 1.84213
N -1.18704 1.46882 0.87186
C 0.18456 1.24904 -1.87484
C 0.81444 1.20086 -3.14541
C 1.96245 0.44894 -2.98527
C 1.99080 0.06704 -1.62568
N 0.93899 0.53525 -0.97262
H -1.20704 5.84042 -4.05611
H -0.28453 4.44122 -2.20828
H -2.94023 1.27568 -3.26814
H -3.87067 2.65541 -5.11609
H -3.24302 3.53659 -0.70073
H -3.67270 3.32511 1.94270
H -1.80872 1.55738 2.85421
H 0.46299 1.67857 -4.04687
H 2.70355 0.21069 -3.73216
H 2.73697 -0.52611 -1.11637
C 3.56308 0.73082 3.10560
C 3.49802 -0.61333 2.45755
C 4.51347 -1.55112 2.57521
C 4.34664 -2.79449 1.96260
C 3.21608 -3.08681 1.23978
C 2.21002 -2.09541 1.12396
N 2.40225 -0.90281 1.74879
N 1.04783 -2.16729 0.47724
Si 0.44289 -3.29744 -0.67691
C -0.84423 -2.46015 -1.74732
C -0.29648 -4.79731 0.17697
C 1.80258 -3.86062 -1.86916
H 2.78163 0.80483 3.86452
H 3.37550 1.51983 2.37784
H 4.53417 0.88158 3.57682
H 5.39848 -1.31891 3.15054
H 5.11797 -3.55043 2.06719
H 3.07011 -4.05920 0.79226
H -1.77944 -2.29853 -1.21301
H -1.05165 -3.07323 -2.62958
H -0.46847 -1.49321 -2.09514
H -1.02899 -4.46255 0.91572
H 0.46571 -5.38613 0.69525
H -0.80734 -5.45100 -0.53567
H 2.11440 -3.01262 -2.48492
H 1.41420 -4.63475 -2.53744
H 2.68883 -4.25939 -1.37353
B -4.24217 -2.72871 1.17454
C -2.86147 -1.96076 1.23533
N -1.85102 -1.40078 1.24202
H -4.07934 -3.83283 1.65801
H -4.55047 -2.80745 -0.00269
H -5.06160 -2.08540 1.80108
F 1.48101 2.25259 1.34001
B 1.39060 3.67828 1.28861
F 1.12841 4.06000 -0.04417
F 0.35264 4.11363 2.11862
F 2.61566 4.21448 1.71273
Cl 0.21525 -3.13936 3.70061
C -0.29458 -1.87176 4.84192
Cl -2.06228 -1.74932 4.90622
C 0.36942 -0.52133 4.45920
O 1.17151 -0.09652 5.28075
O -0.02679 0.02262 3.38517
H 0.04545 -2.17276 5.82405
```

relative energy (zero: lowest compared OMol25 entry of this formula, charge and spin)	21.2	kJ/mol
frontier orbital gap	6.849	eV
total charge	-2
highest occupied orbital energy	-3.04	eV
2S+1	1

Calculated atomic charges, method Löwdin, unit e: atom 1 (Tl): 0.98, atom 2 (N): 0.13, atom 3 (C): -0.20, atom 4 (C): -0.25, atom 5 (C): -0.02, atom 6 (C): 0.01, atom 7 (C): -0.19, atom 8 (C): 0.00, atom 9 (C): -0.03, atom 10 (C): -0.04, atom 11 (C): -0.22, atom 12 (C): 0.00, atom 13 (C): -0.05, atom 14 (C): -0.11, atom 15 (N): 0.00, atom 16 (C): -0.27, atom 17 (C): -0.03, atom 18 (C): -0.08, atom 19 (C): -0.16, atom 20 (N): 0.01, atom 21 (H): 0.12, atom 22 (H): 0.13, atom 23 (H): 0.13, atom 24 (H): 0.11, atom 25 (H): 0.11, atom 26 (H): 0.09, atom 27 (H): 0.12, atom 28 (H): 0.10, atom 29 (H): 0.08, atom 30 (H): 0.11, atom 31 (C): 0.00, atom 32 (C): -0.30, atom 33 (C): -0.06, atom 34 (C): -0.09, atom 35 (C): -0.04, atom 36 (C): -0.49, atom 37 (N): 0.09, atom 38 (N): -0.10, atom 39 (Si): 0.38, atom 40 (C): -0.15, atom 41 (C): -0.17, atom 42 (C): -0.17, atom 43 (H): 0.07, atom 44 (H): 0.08, atom 45 (H): 0.08, atom 46 (H): 0.09, atom 47 (H): 0.10, atom 48 (H): 0.09, atom 49 (H): 0.01, atom 50 (H): 0.03, atom 51 (H): 0.02, atom 52 (H): 0.02, atom 53 (H): 0.02, atom 54 (H): 0.02, atom 55 (H): 0.02, atom 56 (H): 0.02, atom 57 (H): 0.01, atom 58 (B): -0.46, atom 59 (C): -0.24, atom 60 (N): 0.10, atom 61 (H): -0.01, atom 62 (H): -0.01, atom 63 (H): -0.01, atom 64 (F): 0.04, atom 65 (B): -1.24, atom 66 (F): 0.09, atom 67 (F): 0.11, atom 68 (F): 0.09, atom 69 (Cl): 0.62, atom 70 (C): -0.99, atom 71 (Cl): 0.59, atom 72 (C): -0.76, atom 73 (O): 0.03, atom 74 (O): -0.14, atom 75 (H): 0.05

=====

The lowest total charge belongs to which entry? C28H29B2Cl2F4N6O2SiTl

=====

What is the 2S+1 in the second record? 1